Computed, not measured: a cluster of 15 separate species, C4H38O16 in total at a distorted geometry, with ωB97M-V with the def2-TZVPD basis set.

E_LUMO: -0.13 eV
energy: -1379.0032 hartree
Kohn-Sham gap: 0.3599 Ha
F_max: 2.48 eV/Å
ΔE to the lowest compared entry with this formula, charge and spin: 6.1 kcal per mole

Last column: Löwdin charge in e.
Positions of all 58 atoms, in Å:
C -1.680 -0.610 -1.380  -0.157
C -0.276 -0.110 -1.755  -0.177
C 0.393 0.682 -0.594  -0.241
O 1.376 1.579 -1.074  -0.079
C -1.691 -2.094 -1.000  -0.240
O -2.669 -2.846 -1.733  -0.085
H -2.311 -0.373 -2.225  0.110
H -1.984 -0.101 -0.433  0.083
H -0.371 0.490 -2.655  0.076
H 0.420 -0.925 -2.008  0.094
H 0.906 -0.078 0.018  0.107
H -0.314 1.185 0.071  0.082
H 1.031 1.936 -1.903  0.048
H -1.930 -2.273 0.079  0.125
H -0.744 -2.557 -1.221  0.100
H -3.532 -2.493 -1.506  0.080
H 1.428 0.914 -4.467  0.042
H 0.332 0.218 -5.396  0.068
O 0.717 1.099 -5.091  -0.085
H 1.434 0.153 5.423  0.048
H 0.844 -0.765 4.424  0.016
O 0.566 -0.137 5.104  -0.061
H -3.222 -0.638 2.714  0.027
H -3.488 0.538 1.746  -0.018
O -3.843 0.060 2.498  -0.062
H -2.467 2.735 1.141  0.038
H -2.692 2.580 -0.339  0.075
O -2.608 2.025 0.445  -0.092
H 2.273 0.288 3.386  0.001
H 2.821 1.677 3.087  0.060
O 2.331 1.206 3.769  -0.098
H 1.432 -1.371 2.146  0.057
H 2.945 -1.683 2.676  0.069
O 2.109 -1.238 2.816  -0.039
H -1.600 3.002 3.177  0.017
H -3.139 2.442 2.974  0.047
O -2.481 3.114 2.778  -0.054
H 0.768 2.249 3.726  0.032
H -0.188 1.750 4.739  0.038
O -0.190 2.258 3.921  -0.070
H 4.258 -0.153 -2.492  0.079
H 3.097 -0.147 -1.450  0.040
O 3.357 -0.507 -2.308  -0.059
H 0.405 3.679 -3.441  0.039
H -0.061 2.323 -4.084  -0.014
O -0.296 3.025 -3.447  -0.069
H -0.503 -1.584 -3.637  0.040
H -1.629 -1.152 -4.598  0.072
O -0.678 -1.088 -4.447  -0.047
H 3.094 -3.726 -2.271  0.071
H 2.826 -2.384 -2.175  0.017
O 2.438 -3.197 -1.786  -0.070
H -0.931 0.421 2.585  0.047
H -1.613 0.918 1.418  -0.021
O -1.303 0.062 1.759  -0.085
H 2.171 -4.097 1.343  0.044
H 2.341 -3.037 0.003  -0.008
O 2.323 -3.247 0.946  -0.059

---

Computed, not measured: a cluster of 16 separate species, C4H39NO16 in total at a distorted geometry, with ωB97M-V with the def2-TZVPD basis set.

E_LUMO: -0.17 eV
energy: -1434.4078 hartree
Kohn-Sham gap: 0.3690 Ha
F_max: 2.39 eV/Å
ΔE to the lowest compared entry with this formula, charge and spin: 57.5 kcal per mole

Last column: Löwdin charge in e.
Positions of all 60 atoms, in Å:
C -1.904 3.725 1.362  -0.315
N -1.849 3.420 0.034  0.061
C -2.620 1.191 -0.442  -0.019
C -1.369 2.100 -0.475  -0.340
C -0.240 1.517 0.323  -0.061
O -1.680 2.914 2.242  -0.019
H -2.152 4.780 1.552  0.135
H -2.168 4.119 -0.608  0.131
H -2.889 0.834 0.561  0.077
H -2.519 0.396 -1.153  0.037
H -3.488 1.726 -0.832  0.086
H -1.024 2.390 -1.465  0.138
H 0.676 2.083 0.399  0.045
H -0.517 1.140 1.312  0.071
H 0.050 0.533 -0.120  0.090
H 2.227 1.843 3.259  0.028
H 0.693 2.316 3.112  0.036
O 1.620 2.546 3.006  -0.040
H -2.322 1.000 2.985  0.023
H -3.855 1.283 2.874  0.045
O -3.193 0.789 3.366  -0.062
H 1.773 -2.066 0.965  0.050
H 0.992 -1.453 -0.164  0.041
O 1.893 -1.723 0.074  -0.062
H 3.013 -0.499 -1.000  0.014
H 2.619 1.027 -1.296  0.009
O 3.091 0.244 -1.607  -0.052
H 1.571 -3.094 -1.106  -0.006
H 1.476 -3.324 -2.622  0.012
O 1.224 -3.718 -1.764  -0.081
H 3.880 1.948 0.630  0.040
H 2.565 2.285 1.379  -0.009
O 3.106 2.512 0.603  -0.064
H -2.137 -0.857 -2.431  -0.001
H -1.754 -1.625 -3.568  0.044
O -2.555 -1.177 -3.245  -0.060
H -1.294 -1.588 1.945  0.008
H -0.520 -2.831 1.335  0.004
O -0.580 -1.866 1.352  -0.074
H 0.417 -5.209 0.277  0.064
H -0.287 -4.418 -0.705  0.041
O -0.161 -4.437 0.256  -0.065
H 1.606 2.622 -0.812  -0.029
H 2.411 3.538 -1.812  0.051
O 1.603 3.033 -1.690  -0.061
H 2.450 0.527 -3.397  -0.022
H 2.543 1.860 -4.191  0.029
O 2.265 0.945 -4.250  -0.067
H -2.506 -4.087 0.965  0.027
H -3.897 -3.617 0.363  0.051
O -3.451 -3.959 1.141  -0.047
H 2.170 -1.428 -4.499  0.043
H 2.752 -1.821 -3.186  0.032
O 2.272 -2.206 -3.931  -0.047
H -3.447 -1.246 3.227  0.026
H -3.553 -2.181 1.977  0.019
O -2.992 -1.934 2.721  -0.079
H 2.589 -0.607 2.318  0.046
H 4.124 -0.303 2.239  0.061
O 3.250 0.093 2.221  -0.034

---

Computed, not measured: a structure of composition C4H3AgLiO6 at a distorted geometry, with ωB97M-V with the def2-TZVPD basis set.

E_LUMO: 0.30 eV
energy: -760.1281 hartree
Kohn-Sham gap: 0.0964 Ha
total charge: -1
F_max: 4.22 eV/Å
ΔE to the lowest compared entry with this formula, charge and spin: 51.8 kcal per mole

Last column: Löwdin charge in e.
Positions of all 15 atoms, in Å:
O -2.338 0.237 -3.303  -0.089
C -1.234 0.262 -2.715  -0.791
O -0.191 0.815 -3.128  -0.082
O -1.221 -0.389 -1.510  0.020
C -0.026 -0.545 -0.826  -0.099
O 0.799 -1.212 1.247  -0.013
C 0.989 -0.969 2.581  -0.873
C -0.037 -0.372 0.521  -0.092
O 0.044 -0.465 3.234  -0.164
O 2.179 -0.846 2.956  -0.134
H 0.877 -0.340 -1.406  0.120
H -0.981 -0.187 1.041  0.123
Ag -1.413 1.542 -5.018  0.806
Li 1.496 0.731 4.031  0.421
H 1.056 1.738 2.294  -0.153

---

Computed, not measured: a structure of composition C4H3AlO at a distorted geometry, with ωB97M-V with the def2-TZVPD basis set.

E_LUMO (spin up / spin down): -12.73 / -12.73 eV
energy: -470.9334 hartree
Kohn-Sham gap (spin up / spin down): 0.1896 / 0.1896 Ha
total charge: +2
F_max: 7.44 eV/Å

Last column: Löwdin charge in e.
Positions of all 9 atoms, in Å:
C -1.379 2.311 0.304  0.195
C -1.488 1.797 -0.791  0.209
H -1.386 2.753 1.294  0.149
H -1.573 1.414 -1.801  0.150
C 1.567 -2.869 0.057  0.257
C 1.320 -1.707 0.332  -0.228
O 0.948 -0.524 0.550  -0.014
Al 0.135 0.687 0.280  1.197
H 1.856 -3.862 -0.226  0.085